No. 1
Entry from OMol25: C19H23N2O4STi as an isolated structure at a distorted geometry (ωB97M-V/def2-TZVPD).

Strongest force on any atom ... 2.2 eV/A
<S²> ... 0.75
E_tot ... -65199.79910 eV
HOMO energy (alpha / beta) ... -6.074 / -7.451 eV
Multiplicity ... 2
Orbital gap (alpha / beta) ... 6.25 / 7.60 eV
LUMO energy (alpha / beta) ... 0.175 / 0.153 eV

Last column: Löwdin charge in e.
Atoms and positions in Å:
Ti -0.15 0.02 0.15  1.00
S 0.99 -2.98 0.84  0.87
O -1.41 -1.43 -0.07  -0.18
O 1.45 -1.67 0.27  -0.55
O -1.46 1.49 0.10  -0.15
O 0.67 0.38 -1.47  -0.38
N -0.32 -0.45 2.25  -0.07
N 1.05 1.49 1.25  -0.05
C 0.81 -4.06 -0.57  -0.22
C 0.94 2.76 1.15  -0.07
C 0.63 0.19 3.17  -0.17
C -2.38 -1.88 0.65  -0.34
C -0.05 3.43 0.34  -0.14
C -3.44 -2.63 0.06  -0.01
C -4.47 -3.10 0.82  -0.08
C -2.25 3.55 -0.67  -0.01
C -2.07 4.90 -0.89  -0.09
C 0.08 4.81 0.13  -0.06
C -1.24 2.76 -0.08  -0.33
C -3.50 -2.19 2.80  -0.06
C 2.44 -3.72 1.60  -0.24
C 1.74 0.87 2.36  -0.19
C -1.37 -0.98 2.76  -0.08
C -4.51 -2.89 2.21  -0.10
C -0.89 5.55 -0.50  -0.11
C -2.42 -1.68 2.06  -0.14
C 1.34 0.00 -2.62  -0.21
H 2.42 0.11 1.97  0.11
H 2.18 -4.72 1.96  0.06
H 1.05 -0.55 3.86  0.12
H -5.34 -3.27 2.80  0.10
H 2.40 -0.19 -2.44  0.07
H -2.86 5.47 -1.37  0.10
H -3.52 -2.02 3.88  0.11
H -5.27 -3.66 0.35  0.10
H -3.16 3.05 -0.97  0.11
H 0.11 -3.54 -1.22  0.06
H 2.31 1.60 2.95  0.12
H 1.27 0.79 -3.38  0.07
H -1.50 -0.94 3.85  0.14
H 1.77 -4.18 -1.06  0.06
H 0.39 -5.02 -0.26  0.06
H -0.76 6.61 -0.67  0.09
H 2.71 -3.09 2.44  0.05
H 0.99 5.30 0.48  0.11
H 0.91 -0.91 -3.06  0.07
H -3.40 -2.78 -1.01  0.11
H 0.11 0.95 3.77  0.12
H 3.25 -3.76 0.87  0.06
H 1.60 3.40 1.74  0.13

---

No. 2
Entry from OMol25: a 5-piece molecular cluster, CH12NO4 overall (ωB97M-V/def2-TZVPD).

Strongest force on any atom ... 0.7 eV/A
Total charge ... +1
E_tot ... -10905.15310 eV
HOMO energy ... -13.814 eV
Multiplicity ... 1
Orbital gap ... 9.52 eV
LUMO energy ... -4.298 eV
Relative energy (zero: lowest compared OMol25 entry of this formula, charge and spin) ... 59.1 kJ/mol

Last column: Löwdin charge in e.
Atoms and positions in Å:
O 5.20 -0.91 -0.41  -0.07
O -0.67 1.29 -0.84  -0.03
O -1.72 -3.37 1.13  -0.04
O -2.20 4.03 -1.98  -0.05
N -0.69 -0.81 0.84  0.18
C 0.09 -0.68 1.82  0.14
H -1.08 2.01 -0.34  0.07
H -1.25 -1.68 0.78  0.10
H -0.29 1.75 -1.60  0.08
H -3.04 4.48 -2.08  0.04
H 5.02 -0.02 -0.10  0.03
H -2.56 -3.79 0.90  0.08
H 5.88 -0.74 -1.08  0.04
H -0.67 -0.05 0.12  0.08
H -1.07 -4.07 1.29  0.07
H 0.25 -1.51 2.49  0.12
H -1.84 3.85 -2.85  0.04
H 0.65 0.24 1.90  0.12

---

No. 3
Entry from OMol25: C5H5NO as an isolated structure at a distorted geometry (ωB97M-V/def2-TZVPD).

Strongest force on any atom ... 2.6 eV/A
E_tot ... -8799.35845 eV
HOMO energy ... -9.885 eV
Multiplicity ... 1
Orbital gap ... 10.69 eV
LUMO energy ... 0.807 eV
Relative energy (zero: lowest compared OMol25 entry of this formula, charge and spin) ... 391.8 kJ/mol

Last column: Löwdin charge in e.
Atoms and positions in Å:
O 0.06 -0.35 1.45  -0.01
N 2.86 1.27 0.26  0.16
C -1.11 0.87 -0.33  0.01
C 1.99 0.51 0.28  -0.13
C -1.05 -0.29 0.58  -0.28
C -0.30 -0.46 -0.66  -0.15
C 0.91 -0.50 0.30  -0.26
H -0.43 -1.04 -1.55  0.13
H -0.23 1.32 -0.77  0.10
H -1.95 -0.86 0.80  0.16
H -2.06 0.97 -0.84  0.11
H 1.36 -1.50 0.29  0.16

---

No. 4
Entry from OMol25: one molecule with the formula C3H9N at a distorted geometry (ωB97M-V/def2-TZVPD).

Strongest force on any atom ... 2.9 eV/A
E_tot ... -4746.40391 eV
HOMO energy ... -9.651 eV
SMILES ... CCCN
Multiplicity ... 1
Orbital gap ... 10.87 eV
LUMO energy ... 1.220 eV
Relative energy (zero: lowest compared OMol25 entry of this formula, charge and spin) ... 68.0 kJ/mol

Last column: Löwdin charge in e.
Atoms and positions in Å:
N 1.87 -0.18 -0.18  -0.04
C -0.51 -0.48 0.00  -0.28
C -1.99 0.10 0.00  -0.10
C 0.65 0.52 0.06  -0.37
H -2.24 0.67 -1.00  0.10
H 2.65 0.42 0.17  0.08
H -2.72 -0.73 0.06  0.06
H 0.56 0.92 1.12  0.12
H -0.29 -1.15 0.80  0.09
H -0.35 -0.98 -0.90  0.07
H 1.95 -0.88 0.57  0.07
H 0.49 1.33 -0.72  0.13
H -2.07 0.82 0.85  0.06

---

No. 5
Entry from OMol25: C15H27CrN11O5 as an isolated structure at a distorted geometry (ωB97M-V/def2-TZVPD).

Strongest force on any atom ... 2.3 eV/A
<S²> ... 6.03
E_tot ... -71040.38290 eV
HOMO energy (alpha / beta) ... -8.094 / -8.079 eV
Multiplicity ... 5
Orbital gap (alpha / beta) ... 6.88 / 6.10 eV
LUMO energy (alpha / beta) ... -1.215 / -1.979 eV
Relative energy (zero: lowest compared OMol25 entry of this formula, charge and spin) ... 0.0 kJ/mol

Last column: Löwdin charge in e.
Atoms and positions in Å:
Cr -0.67 0.07 0.91  0.81
O 0.69 -2.31 -2.08  -0.17
O -0.89 0.24 2.85  -0.21
O -1.38 -2.77 -2.27  -0.16
O -0.16 1.69 4.43  0.09
O -2.70 3.54 0.96  0.06
N -0.21 -3.13 -1.99  -0.33
N 0.32 1.29 -1.53  -0.05
N -0.19 0.04 -1.13  -0.04
N -0.98 2.00 0.99  -0.10
N 1.37 -0.34 1.22  0.00
N -2.62 -2.09 2.81  0.02
N -0.67 -4.26 0.74  0.18
N -2.07 -3.29 2.40  -0.03
N -1.04 -1.97 0.86  0.18
N -2.73 0.17 0.23  -0.01
N 6.44 -1.41 2.33  0.19
C 1.73 0.81 -3.48  -0.05
C -0.75 0.93 -3.84  -0.03
C 4.02 -0.67 1.99  -0.19
C 1.69 -1.18 2.18  -0.11
C 2.97 -1.42 2.60  0.04
C 3.69 0.21 0.98  0.03
C -3.02 1.49 -0.25  -0.12
C -2.20 2.48 0.64  -0.51
C -0.49 1.47 3.29  -0.57
C 5.36 -1.03 2.24  -0.16
C -1.18 -3.16 1.31  -0.52
C -0.38 2.49 2.22  -0.12
C 0.47 3.00 -3.12  -0.04
C 2.35 0.35 0.66  -0.07
C 0.45 1.47 -3.00  -0.60
H -2.75 1.61 -1.30  0.11
H -1.67 1.34 -3.49  0.06
H 1.23 3.38 -2.41  0.09
H -1.95 -1.52 3.28  0.04
H 3.06 -2.09 3.45  0.14
H 1.82 0.81 -4.59  0.10
H -2.73 -0.55 -0.50  0.10
H -4.03 1.80 -0.14  0.11
H 0.82 3.24 -4.12  0.08
H -3.49 -2.22 3.35  0.12
H -0.99 -0.24 -1.68  0.06
H -0.55 1.16 -4.87  0.09
H 4.45 0.78 0.48  0.13
H -1.72 -3.92 3.10  0.13
H -0.83 3.42 2.55  0.13
H 1.83 -0.25 -3.27  0.07
H -0.31 -4.11 -0.23  0.08
H 2.61 1.36 -3.07  0.09
H -0.32 1.97 -1.14  0.08
H 0.71 2.68 2.08  0.14
H -1.18 -5.09 0.92  0.10
H 0.43 -0.74 -1.33  0.05
H -0.83 -0.16 -3.78  0.07
H -3.29 -0.18 0.99  0.10
H -0.47 3.52 -2.95  0.08
H 0.85 -1.76 2.63  0.13
H 2.09 1.04 -0.12  0.10

---

No. 6
Entry from OMol25: a 2-piece molecular cluster, C21H11N6O7 overall at a distorted geometry (ωB97M-V/def2-TZVPD).

Strongest force on any atom ... 3.2 eV/A
Total charge ... -1
E_tot ... -45217.38599 eV
HOMO energy ... -3.661 eV
Multiplicity ... 1
Orbital gap ... 4.28 eV
LUMO energy ... 0.615 eV
Relative energy (zero: lowest compared OMol25 entry of this formula, charge and spin) ... 0.0 kJ/mol

Last column: Löwdin charge in e.
Atoms and positions in Å:
O 6.88 2.37 -0.14  0.07
O 2.84 4.61 1.09  0.03
O 0.67 0.09 -2.76  0.06
O 2.62 -0.50 -3.53  0.06
O 6.12 0.72 -1.50  0.03
O -2.16 1.63 -0.92  0.07
O 0.63 4.29 0.66  0.10
N 1.92 0.14 -2.72  -0.31
N 4.05 3.96 0.90  0.15
N 1.77 3.87 0.56  -0.15
N 4.96 0.27 -2.05  0.14
N 5.91 1.84 -0.65  -0.16
N 0.51 1.61 2.19  0.11
C -5.56 -1.42 1.28  -0.10
C 0.77 -3.14 0.99  -0.12
C -0.41 -1.16 0.20  -0.23
C -4.32 -1.66 1.88  -0.08
C -0.73 0.22 0.41  -0.22
C 0.70 -1.76 0.87  -0.05
C -3.27 -0.03 0.39  -0.15
C 2.55 1.00 -1.72  -0.04
C -2.05 0.72 -0.11  -0.32
C -4.50 0.14 -0.26  -0.03
C 3.99 1.05 -1.51  -0.13
C -5.64 -0.52 0.20  -0.09
C 3.72 2.87 0.14  -0.13
C -1.23 -3.39 -0.35  -0.11
C -0.23 -3.96 0.45  -0.14
C 2.32 2.76 -0.08  -0.10
C -3.21 -0.92 1.49  -0.03
C -1.25 -2.02 -0.57  -0.06
C 4.53 2.00 -0.62  -0.05
C -0.07 0.98 1.38  -0.28
C 1.72 1.84 -0.95  0.12
H -2.01 -4.02 -0.79  0.10
H -4.55 0.81 -1.12  0.11
H 1.61 -3.59 1.53  0.09
H 1.46 -1.11 1.32  0.10
H -6.45 -1.93 1.65  0.09
H -6.60 -0.35 -0.29  0.09
H -4.20 -2.42 2.66  0.10
H -1.97 -1.57 -1.25  0.12
H -0.23 -5.03 0.64  0.08
H -2.26 -1.05 2.01  0.13
H 0.63 1.81 -1.02  0.12